A molecular structure, C17H51O9Y. Source: the OMol25 dataset; level of theory: the ωB97M-V functional and the def2-TZVPD basis.

Last column: Löwdin charge in e.
Element x y z (Å)
H: -5.576 -1.006 0.744  0.109
C: -1.644 -0.093 2.794  -0.038
H: 0.559 2.747 -0.679  0.052
C: 4.551 -0.911 -1.014  -0.059
H: 2.116 3.510 -0.274  0.087
C: 0.307 1.611 -4.346  -0.089
H: 1.296 3.696 2.071  0.112
O: 2.284 1.313 -5.720  -0.067
H: 0.286 -5.175 -0.599  0.130
H: -3.326 2.307 -1.895  0.124
H: 0.427 4.693 0.977  0.112
H: -4.593 -0.061 1.751  0.101
H: 0.996 -3.518 2.008  0.069
H: -1.736 2.415 0.501  0.035
H: -3.311 0.494 -0.158  0.033
C: 1.472 0.751 -4.711  -0.344
H: 3.295 1.088 3.788  0.081
H: 1.098 -0.213 -5.057  0.108
O: 4.181 -2.835 0.365  -0.105
H: 1.745 1.936 0.417  0.060
H: -1.958 0.425 1.888  0.065
H: 4.149 -3.021 -1.736  0.117
H: -5.966 1.047 -0.837  0.082
H: 1.592 1.092 3.331  0.041
H: 5.630 -1.066 -1.035  0.081
C: 1.307 2.883 0.102  -0.049
O: -3.758 -0.352 -0.082  -0.249
H: -0.606 3.048 2.617  0.103
H: 0.291 0.543 -1.526  0.045
H: 2.750 -0.062 1.465  0.076
H: 4.316 -0.232 -0.195  0.067
H: -2.220 4.315 -2.464  0.089
H: 0.564 2.441 -3.687  0.070
H: 2.150 0.531 -3.886  0.098
H: 2.809 -2.143 -1.098  0.071
C: 0.362 -0.525 -1.318  -0.265
C: 0.186 -4.325 0.075  -0.274
O: -0.889 -1.020 -0.967  -0.473
H: -6.578 1.384 0.779  0.081
H: -2.459 -0.049 3.516  0.093
H: 0.804 -5.277 1.933  0.086
H: -1.485 -4.989 0.675  0.109
H: -0.219 2.069 -5.184  0.086
H: -0.534 -1.595 1.685  0.090
H: -1.083 -2.132 3.217  0.128
O: -2.486 2.051 0.024  -0.099
H: 0.524 -3.468 -0.508  0.101
C: -1.376 -1.510 2.371  -0.314
H: -0.415 1.037 -3.766  0.055
Y: -2.723 -2.505 -0.586  1.489
C: -4.924 -0.133 0.715  -0.257
C: -2.238 4.009 -1.418  -0.074
H: 0.993 -0.576 -0.431  0.052
H: -0.707 0.329 3.157  0.074
O: -1.154 -4.118 0.445  -0.225
H: 4.317 -0.452 -1.975  0.069
H: 4.071 -3.786 0.302  0.077
H: -3.144 -2.108 2.623  0.121
H: -1.607 2.094 -1.838  0.089
H: -1.347 4.397 -0.925  0.072
C: 3.880 -2.294 -0.969  -0.243
C: -5.681 1.138 0.211  -0.043
H: 2.171 -0.153 4.429  0.075
O: -2.569 -2.033 1.857  -0.190
C: 2.590 -0.584 2.409  -0.328
C: 0.605 3.648 1.229  -0.289
H: 1.674 -1.140 2.211  0.080
H: -3.135 4.522 -1.072  0.085
C: 2.442 0.449 3.561  -0.057
H: 0.946 -1.028 -2.088  0.064
C: -2.442 2.548 -1.304  -0.312
H: 2.082 -4.397 1.054  0.064
H: 3.115 0.835 -5.761  0.083
O: -0.598 3.038 1.657  -0.087
H: 3.889 -1.814 1.859  0.023
C: 1.033 -4.386 1.350  -0.037
O: 3.702 -1.391 2.700  -0.063
H: -5.070 2.040 0.247  0.065

Properties
Expectation value of S²: 0.7504
Spin multiplicity: 2
HOMO-LUMO gap (spin up / spin down): 5.79 / 8.65 eV
Charge: +1